{"formula": "C3H11N3O", "method": "the ωB97M-V functional and the def2-TZVPD basis", "species": ["C", "C", "O", "N", "C", "N", "N", "H", "H", "H", "H", "H", "H", "H", "H", "H", "H", "H"], "coordinates": [[-0.9613, 1.1139, -1.5830], [-1.5008, 0.7163, -0.2268], [-1.3807, 1.5471, 0.7957], [-0.5501, -0.5379, 0.5100], [0.8841, -0.7415, 0.1686], [1.5622, 0.5309, 0.2178], [1.5336, -1.7117, 1.0206], [0.0962, 1.3629, -1.5155], [-1.1061, 0.3237, -2.3227], [-1.4998, 2.0057, -1.9096], [-2.4711, 0.1922, -0.3292], [-0.7282, 0.2666, 1.3247], [-1.0318, -1.4310, 0.5767], [0.9135, -1.1419, -0.8526], [1.0592, 1.2339, 0.7496], [2.5168, 0.4232, 0.5285], [1.4244, -1.4877, 2.0038], [1.2399, -2.6649, 0.8435]], "forces_ev_per_a": [[0.20, -0.07, 0.08], [0.14, 0.46, 0.79], [-0.20, 0.00, -0.80], [0.01, 1.28, 0.45], [-0.07, -0.10, 0.01], [-0.22, 0.01, 0.04], [0.02, -0.01, -0.05], [-0.02, 0.04, -0.03], [-0.02, 0.01, 0.00], [-0.05, -0.08, 0.06], [0.10, -0.06, 0.08], [0.16, -1.55, -0.86], [0.04, 0.09, 0.22], [-0.01, -0.02, 0.06], [0.04, -0.03, -0.05], [-0.08, -0.01, 0.05], [-0.03, -0.01, -0.06], [-0.01, 0.08, 0.02]], "mulliken_charge": [-1.108, 0.298, -0.817, -0.373, -0.005, -0.557, -0.679, 0.318, 0.290, 0.342, 0.296, 0.370, 0.286, 0.362, 0.225, 0.277, 0.233, 0.242], "e_homo_ev": -8.6, "smiles": "C[C@H]([O-])[NH2+]C(N)N", "relative_energy_ev": 2.484, "energy_ev": -9805.517}



{"formula": "C3H7NO2", "method": "the ωB97M-V functional and the def2-TZVPD basis", "species": ["O", "C", "C", "N", "C", "O", "H", "H", "H", "H", "H", "H", "H"], "coordinates": [[-1.1264, -0.7046, 1.3199], [-1.2905, -0.5548, -0.0700], [-0.4320, 0.5796, -0.6657], [0.9901, 0.2297, -0.6938], [2.2896, 0.0429, 1.1195], [1.5724, 0.1666, 2.0029], [-0.1796, -0.7229, 1.4997], [-2.3553, -0.3324, -0.2169], [-1.0882, -1.5012, -0.6015], [-0.5906, 1.4661, -0.0433], [-0.8070, 0.8014, -1.6739], [1.2640, -0.3513, -1.4696], [1.7536, 0.8809, -0.5073]], "forces_ev_per_a": [[0.19, -0.02, 0.02], [-0.03, 0.16, -0.40], [-0.11, 0.00, -0.02], [-0.12, -0.31, -0.32], [0.18, -0.17, 2.13], [0.84, -0.15, -0.65], [-0.13, -0.05, 0.09], [0.24, 0.08, -0.10], [0.08, 0.18, 0.07], [0.14, -0.07, -0.11], [-0.01, 0.08, 0.12], [-0.09, -0.09, -0.13], [-1.18, 0.36, -0.70]], "mulliken_charge": [-0.497, -0.368, -0.526, -0.403, 0.082, -0.252, 0.322, 0.318, 0.257, 0.278, 0.355, 0.149, 0.285], "e_homo_ev": -9.3, "relative_energy_ev": 2.309, "energy_ev": -8808.220}



{"formula": "C6H14N4O2", "method": "the ωB97M-V functional and the def2-TZVPD basis", "species": ["H", "N", "C", "N", "N", "C", "C", "C", "C", "N", "C", "O", "O", "H", "H", "H", "H", "H", "H", "H", "H", "H", "H", "H", "H", "H"], "coordinates": [[3.9405, 1.8169, -0.7246], [4.1664, 1.0175, -0.0654], [3.1453, 0.2017, -0.1667], [3.0302, -0.9315, 0.6825], [1.8006, 0.3532, -0.7416], [0.8962, -0.8093, -0.8976], [0.1245, -1.1256, 0.3803], [-0.8508, 0.0427, 0.9119], [-1.9548, 0.5021, -0.0696], [-2.4735, 1.8513, 0.2770], [-3.2236, -0.4620, -0.1676], [-3.0728, -1.6691, -0.1642], [-4.3428, 0.1917, -0.3773], [2.5648, -1.7571, 0.2277], [3.9665, -1.0310, 1.0272], [2.0579, 0.8162, -1.6306], [0.2018, -0.5333, -1.7259], [1.5008, -1.6371, -1.2470], [0.7972, -1.2368, 1.2088], [-0.4980, -2.0050, 0.1066], [-1.3579, -0.3695, 1.8367], [-0.1818, 0.7851, 1.1969], [-1.4949, 0.4901, -1.1359], [-1.7608, 2.5664, 0.3582], [-2.8208, 1.8042, 1.2337], [-4.1601, 1.1283, -0.3336]], "forces_ev_per_a": [[0.55, -0.82, 1.08], [-2.72, -0.52, -2.18], [-2.09, -0.64, 2.27], [0.91, 0.38, -1.25], [2.92, 1.74, -1.45], [0.13, 1.49, -0.29], [-2.11, 0.76, -0.58], [-1.14, -3.59, -0.68], [0.53, 0.14, -0.67], [-0.19, -0.26, 0.17], [2.94, -0.57, -0.25], [-0.81, 1.41, 0.12], [-1.14, -1.39, -0.02], [1.32, 1.14, 0.94], [0.27, -1.08, 0.48], [-1.22, -0.25, 0.35], [0.48, -0.33, 0.58], [-0.27, -0.69, -0.16], [0.20, -0.75, 0.21], [0.47, 0.28, 0.76], [0.62, 0.46, -0.86], [0.75, 1.90, 0.37], [-0.99, 0.38, 1.61], [0.28, -0.15, -0.53], [-0.09, -0.14, -0.01], [0.40, 1.09, -0.01]], "mulliken_charge": [0.225, -0.725, 0.363, -0.425, -0.276, -1.055, -0.391, -1.088, 0.789, -0.927, 0.334, -0.552, -0.479, 0.211, 0.306, 0.281, 0.369, 0.473, 0.539, 0.262, 0.309, 0.463, 0.050, 0.289, 0.235, 0.422], "e_homo_ev": -9.2, "smiles": "[H]/N=C(/N)NCCC[C@H](N)C(=O)O", "relative_energy_ev": 1.776, "energy_ev": -16503.940}



{"formula": "C4H9NO2", "method": "the ωB97M-V functional and the def2-TZVPD basis", "species": ["N", "C", "O", "C", "C", "C", "O", "H", "H", "H", "H", "H", "H", "H", "H", "H"], "coordinates": [[-0.9925, 1.2814, 0.2542], [-1.4580, 0.0431, -0.0462], [-2.6484, -0.2045, -0.0773], [-0.3942, -1.0242, -0.3697], [0.8625, -1.0441, 0.5190], [2.0936, -0.3348, -0.0423], [1.8213, 1.0670, -0.1835], [-0.0182, 1.5106, 0.1484], [-1.6514, 2.0186, 0.3891], [-0.9105, -1.9877, -0.3302], [-0.1129, -0.8863, -1.4189], [1.1306, -2.0881, 0.7147], [0.6266, -0.5903, 1.4744], [2.9647, -0.4641, 0.6350], [2.3516, -0.7359, -1.0351], [2.5601, 1.5135, -0.6354]], "forces_ev_per_a": [[0.33, -0.24, -0.02], [0.15, -0.04, -0.12], [0.02, -0.22, -0.01], [-0.22, 0.14, -0.08], [0.14, 0.12, -0.21], [0.31, -0.01, -0.09], [0.37, 0.24, -0.17], [0.11, -0.04, -0.01], [-0.33, 0.14, 0.04], [0.01, 0.23, 0.10], [0.02, 0.07, 0.00], [0.09, 0.19, -0.02], [-0.02, 0.02, 0.34], [-0.47, -0.08, -0.31], [-0.03, -0.09, 0.25], [-0.48, -0.43, 0.32]], "mulliken_charge": [-0.298, 0.441, -0.648, -0.496, -0.730, -0.375, -0.537, 0.211, 0.199, 0.280, 0.282, 0.334, 0.395, 0.309, 0.341, 0.291], "e_homo_ev": -9.4, "smiles": "NC(=O)CCCO", "relative_energy_ev": 0.565, "energy_ev": -9879.496}